1.
Computed, not measured: a molecular structure, C27H50CoGeN4O4PSi3 at a distorted geometry, with ωB97M-V with the def2-TZVPD basis set.

Its expectation value of S² is 0.983. The multiplicity is 2. The energy above the lowest of the compared OMol25 structures with the same formula, charge and spin comes out at 34.0 kJ/mol. The value obtained for the largest force on an atom is 0.027 hartree/bohr. As for the charge: +1. The value obtained for the HOMO-LUMO gap (spin up / spin down) is 7.73 / 7.84 eV.

Positions of all 91 atoms, in Å:
1 Co 1.267616 1.058079 0.628657
2 N 2.891483 1.357890 1.767851
3 C 2.587010 2.387466 2.800741
4 C 1.462527 3.300303 2.295014
5 O 1.356449 4.458409 2.652768
6 N 0.641286 2.615308 1.476578
7 C -0.491582 3.271379 0.895118
8 C -1.060832 2.397463 -0.202271
9 O -1.819965 2.797091 -1.037109
10 O -0.637975 1.096026 -0.186155
11 H 3.277048 0.521994 2.196625
12 H 3.628641 1.709807 1.160931
13 H 3.467047 2.964796 3.076535
14 H 2.218764 1.882025 3.694213
15 H -0.252519 4.248972 0.466214
16 H -1.297549 3.452447 1.615379
17 C -0.917701 -1.090972 -3.665693
18 Si -2.373227 -0.129448 -2.955264
19 C -3.969456 -1.049281 -3.323541
20 C -2.503300 1.564003 -3.735027
21 Ge -2.133978 -0.166107 -0.548771
22 Si -4.039401 0.859056 0.542068
23 C -5.375181 -0.457684 0.615573
24 C -3.467811 1.277636 2.287936
25 C -4.792638 2.345521 -0.306463
26 Si -2.146338 -2.513594 0.030916
27 C -0.654593 -3.412278 -0.668398
28 C -2.151703 -2.616909 1.920458
29 C -3.695559 -3.351631 -0.607072
30 H -0.865624 -0.992899 -4.752677
31 H -1.002473 -2.153802 -3.430936
32 H 0.028473 -0.742295 -3.250235
33 H -4.136359 -1.057688 -4.404031
34 H -4.828628 -0.552962 -2.865920
35 H -3.959219 -2.085946 -2.988035
36 H -2.732436 1.453329 -4.798254
37 H -1.587710 2.146251 -3.640068
38 H -3.296113 2.146787 -3.265527
39 H -5.074455 -1.351990 1.162736
40 H -5.701615 -0.750886 -0.384301
41 H -6.243715 -0.033819 1.127498
42 H -3.359413 0.368421 2.884118
43 H -4.187574 1.926053 2.792762
44 H -2.506500 1.795524 2.292106
45 H -5.287702 2.042681 -1.232334
46 H -4.075763 3.124893 -0.551487
47 H -5.554417 2.766994 0.355168
48 H 0.258655 -2.828376 -0.603783
49 H -0.810841 -3.672323 -1.716757
50 H -0.500821 -4.348192 -0.123497
51 H -1.869475 -1.678754 2.395017
52 H -1.466869 -3.394085 2.269625
53 H -3.146925 -2.879345 2.287671
54 H -3.566716 -3.729419 -1.621011
55 H -4.602042 -2.752582 -0.579242
56 H -3.835155 -4.207822 0.059822
57 C 2.512934 3.720412 -1.123553
58 P 2.331322 1.917731 -1.316122
59 C 1.642034 1.804700 -2.996991
60 C 4.032910 1.301257 -1.494578
61 C 5.123843 2.000721 -0.981207
62 C 6.398223 1.445370 -1.017035
63 C 6.593550 0.189272 -1.568019
64 C 5.511285 -0.516600 -2.080304
65 C 4.239716 0.029887 -2.033205
66 H 2.787595 4.003545 -0.107038
67 H 1.544177 4.176907 -1.333583
68 H 3.246715 4.117945 -1.825334
69 H 2.267017 2.352014 -3.703244
70 H 0.642790 2.243370 -2.987854
71 H 1.555049 0.771379 -3.321408
72 H 4.995152 2.995128 -0.568739
73 H 7.237738 2.002325 -0.622341
74 H 7.586249 -0.238567 -1.606478
75 H 5.661146 -1.495851 -2.515850
76 H 3.403760 -0.537031 -2.430012
77 N 2.058640 -4.086900 5.213419
78 C 2.086023 -4.266568 3.872674
79 O 2.313586 -5.327884 3.336019
80 C 1.784912 -3.052215 3.024909
81 C 0.958752 -2.012492 3.428515
82 C 0.687552 -0.993385 2.533599
83 N 1.199929 -0.956948 1.299364
84 C 2.012895 -1.952151 0.922911
85 C 2.311878 -3.023711 1.741000
86 H 2.282924 -4.877091 5.795683
87 H 2.009462 -3.178095 5.635495
88 H 0.489093 -2.000814 4.402928
89 H 0.024622 -0.175301 2.799058
90 H 2.426356 -1.878979 -0.075369
91 H 2.935043 -3.836896 1.396453

Forces on atoms 1 to 3 (eV/Å):
Co -0.68 -0.09 0.25
N 0.14 0.19 -0.04
C -0.06 0.03 -0.05

2.
Computed, not measured: a molecular structure, C27H50OP2Pt at a distorted geometry, with ωB97M-V with the def2-TZVPD basis set.

Its expectation value of S² is 6.016. The multiplicity is 5. The value obtained for the largest force on an atom is 0.029 hartree/bohr. As for the charge: +2. The value obtained for the HOMO-LUMO gap (spin up / spin down) is 7.00 / 4.53 eV.

Positions of all 81 atoms, in Å:
1 Pt 0.333980 -0.325644 -1.167301
2 C -0.839021 -1.781873 0.614601
3 C 0.549115 -1.939922 0.146443
4 C 0.480975 -0.381583 1.891825
5 C -0.835928 -0.862558 1.685014
6 C 1.354772 -0.999438 0.959275
7 C -1.973413 -2.608557 0.160701
8 H -1.716779 -3.095794 -0.785634
9 H -2.878991 -2.000066 0.014750
10 H -2.219355 -3.389140 0.897420
11 C -1.987802 -0.617048 2.582955
12 H -2.924344 -0.945033 2.118071
13 H -2.102806 0.446548 2.829041
14 H -1.872363 -1.157159 3.536574
15 C 0.902722 0.465776 3.035161
16 H 0.848090 -0.078153 3.991527
17 H 0.266584 1.354947 3.137354
18 H 1.930336 0.817854 2.897297
19 C 2.832669 -0.984701 0.988176
20 H 3.219376 -1.581480 1.827538
21 H 3.224364 0.032361 1.119322
22 H 3.226438 -1.411654 0.061935
23 C 1.084736 -3.191526 -0.463029
24 H 1.242664 -3.946918 0.318459
25 H 2.044468 -2.998744 -0.952534
26 H 0.368745 -3.606915 -1.182067
27 C -1.842731 0.892038 -6.221675
28 C -1.946493 -0.420965 -6.503031
29 C -1.067644 -1.171320 -7.451556
30 C 0.370630 -0.606435 -7.609751
31 C 1.046057 -0.078704 -6.366494
32 C 1.170802 1.229622 -6.084737
33 C 0.318831 2.307612 -6.709645
34 C -1.141931 1.907957 -7.082492
35 H -1.537455 -1.206119 -8.449055
36 H 0.366208 0.135159 -8.424272
37 H -1.002663 -2.222501 -7.129939
38 H -1.163221 1.612778 -8.141017
39 H -2.464478 1.305410 -5.412201
40 H -2.818322 -0.986345 -6.151531
41 H -1.740902 2.832406 -7.014988
42 H 0.281063 3.182421 -6.037186
43 H 1.996169 1.602318 -5.463196
44 H 0.797184 2.683593 -7.633953
45 H 0.984860 -1.449130 -7.967986
46 H 1.593221 -0.829669 -5.781079
47 P -1.258626 0.155895 -2.613198
48 P 1.582136 1.400616 -1.835449
49 C -0.624647 1.607336 -3.575723
50 C 0.488386 2.417194 -2.902468
51 H -1.470120 2.265980 -3.817582
52 H -0.274880 1.173176 -4.516924
53 H 1.130481 2.915770 -3.643780
54 H 0.039347 3.178106 -2.245492
55 C 2.085159 2.432297 -0.442131
56 H 2.613075 1.814092 0.298943
57 H 1.180480 2.848820 0.021015
58 H 2.747505 3.223923 -0.823704
59 C 3.079277 0.851139 -2.667607
60 H 3.513874 1.685474 -3.229873
61 H 2.852272 0.012790 -3.337993
62 H 3.777105 0.506555 -1.890494
63 C -2.965675 0.578854 -2.233812
64 H -3.415001 -0.251169 -1.673692
65 H -3.536486 0.734281 -3.165463
66 H -2.984884 1.483901 -1.612757
67 C -1.293877 -1.391759 -3.560592
68 H -0.355186 -1.935865 -3.384880
69 H -1.419647 -1.222952 -4.627593
70 H -2.140330 -1.980493 -3.179637
71 C -1.249693 4.005017 0.997176
72 C -1.600202 2.505971 0.972583
73 C -3.106522 2.260405 1.054572
74 O -1.020910 1.845793 -0.064695
75 H -1.618257 4.478819 0.074607
76 H -0.161803 4.140953 1.054810
77 H -1.732431 4.495957 1.853997
78 H -1.187580 2.094038 1.921987
79 H -3.524349 2.719217 1.962437
80 H -3.583344 2.715181 0.178248
81 H -3.312066 1.186979 1.042774

Forces on atoms 1 to 3 (eV/Å):
Pt 0.49 -0.73 0.83
C 1.01 -0.44 0.27
C -0.28 -0.13 1.31

3.
Computed, not measured: 7 unconnected molecules or ions with the total composition C27H51BF8IN2O10S2 at a distorted geometry, with ωB97M-V with the def2-TZVPD basis set.

The value obtained for the largest force on an atom is 0.082 hartree/bohr. As for the charge: +1. The value obtained for the HOMO-LUMO gap is 7.95 eV.

Positions of all 102 atoms, in Å:
1 C 2.902489 -3.259054 0.209931
2 C 2.532764 -2.379611 -0.773511
3 C 1.231948 -1.608214 -0.979792
4 C 0.077339 -1.789785 0.011912
5 S -0.558982 -3.519001 -0.101061
6 O 0.063306 -4.382586 0.856977
7 O -1.953568 -3.457704 0.260343
8 C -0.542065 -4.276518 -1.797447
9 F -0.809630 -3.447072 -2.825886
10 F -1.585223 -5.135089 -1.776137
11 C 0.677154 -5.153388 -2.229935
12 F 1.246213 -5.837732 -1.238065
13 F 1.561165 -4.356495 -2.872370
14 C 0.276011 -6.247759 -3.302499
15 F -0.244522 -7.328322 -2.741868
16 F 1.450543 -6.637787 -3.848036
17 F -0.463602 -5.757921 -4.297301
18 C 0.378091 -1.644207 1.524497
19 C 0.763690 -0.179484 1.993712
20 B 0.615456 -0.352296 3.608520
21 O 0.462025 -1.616988 4.176869
22 O 0.739345 0.688790 4.489400
23 C 0.118360 0.525897 5.764776
24 C 2.278120 -0.074757 1.690197
25 C 3.235063 0.303724 2.824833
26 F 2.543397 0.662052 0.519715
27 C -0.138361 0.935148 1.384669
28 I -1.934669 0.999241 2.693190
29 C 0.390044 2.418685 1.361795
30 C 1.479868 3.006833 2.227091
31 C 2.775539 3.297383 1.845486
32 C 3.679948 3.897581 2.694034
33 C 3.328734 4.255147 3.976990
34 C 2.021203 4.029678 4.369685
35 C 1.638559 4.446229 5.781432
36 C 1.141974 3.430088 3.509712
37 N -0.680505 0.644822 0.002016
38 C -1.813538 1.447665 -0.582334
39 C -2.108048 2.925013 -0.358465
40 C -1.152165 3.998896 -0.960872
41 S -0.049434 3.502184 -2.317306
42 C -1.122093 -0.808541 -0.203829
43 N -1.646953 -1.123619 -1.482143
44 C -3.068581 -1.354552 -1.748938
45 C -4.085703 -1.362203 -0.596113
46 H 3.740832 -2.958673 0.852125
47 H 2.496745 -4.248278 0.410243
48 H 3.280814 -2.203517 -1.558175
49 H 1.530437 -0.570841 -1.173820
50 H 0.845313 -1.924708 -1.971466
51 H 1.111871 -2.349623 1.907739
52 H -0.556345 -1.953625 2.013939
53 H 1.255931 -1.848467 4.674665
54 H -0.933621 0.238251 5.682941
55 H 0.660581 -0.160791 6.420121
56 H 0.139719 1.499372 6.266716
57 H 2.655782 -1.062892 1.419132
58 H 3.465958 -0.551303 3.469475
59 H 4.190945 0.529466 2.330092
60 H 2.978673 1.200980 3.386382
61 H 0.657063 2.641766 0.319549
62 H -0.470123 3.040837 1.615388
63 H 3.097225 3.055865 0.830728
64 H 4.685206 4.059496 2.314747
65 H 4.064667 4.725365 4.620761
66 H 0.699102 4.001244 6.112236
67 H 1.555929 5.540617 5.781364
68 H 2.455146 4.219454 6.471766
69 H 0.114804 3.266984 3.839206
70 H 0.128684 0.748505 -0.623778
71 H -2.735737 0.923814 -0.320083
72 H -1.735209 1.376248 -1.670164
73 H -3.082160 3.105150 -0.831205
74 H -2.284001 3.223694 0.677712
75 H -0.533408 4.382356 -0.144876
76 H -1.739985 4.854058 -1.297582
77 H 0.644266 2.440352 -1.852142
78 H -1.826865 -1.068683 0.585036
79 H -1.105672 -0.794745 -2.266412
80 H -3.424735 -0.603906 -2.473688
81 H -3.201665 -2.297948 -2.295024
82 H -4.562915 -0.376376 -0.527048
83 H -4.894990 -2.041101 -0.877225
84 H -3.717525 -1.687356 0.377863
85 O 3.974474 2.307936 -0.992896
86 H 3.921897 1.346923 -0.980516
87 H 4.798792 2.492940 -1.456346
88 O -3.828652 -3.474359 -3.936151
89 H -3.979877 -4.426756 -3.932787
90 H -2.998914 -3.370484 -4.414660
91 O -2.425400 5.429936 1.611951
92 H -1.910028 6.235970 1.498401
93 H -3.153771 5.694865 2.183887
94 O -4.183807 -0.893232 -5.747613
95 H -4.336599 -1.844641 -5.748213
96 H -3.354624 -0.787809 -6.228442
97 O -1.068077 -1.306629 -6.769872
98 H -0.473324 -1.563815 -6.058362
99 H -0.492973 -1.250774 -7.543794
100 O -1.752384 0.871990 -8.670154
101 H -1.497250 0.272951 -7.959884
102 H -2.154271 1.621012 -8.219700

Forces on atoms 1 to 3 (eV/Å):
C 0.22 0.24 -0.08
C -0.17 -0.18 0.43
C -0.49 -1.94 -1.91